# C6H15P

One molecule with the formula C6H15P in a non-equilibrium geometry (ωB97M-V with the def2-TZVPD basis set, the OMol25 dataset).

Each line ends with the natural charge from an NBO analysis.
Cartesian coordinates (Å):
C 1.267 -1.826 -0.846  -1.18
C -1.588 -1.183 0.590  -0.62
C -2.559 0.963 -0.150  -0.64
C 2.871 0.823 0.064  -0.98
C 0.019 0.688 -0.196  -0.73
C -1.446 0.337 0.615  -0.19
P 1.460 -0.398 0.066  1.30
H 1.321 -1.733 -2.061  0.23
H 2.180 -2.310 -0.572  0.20
H -2.184 -1.514 1.450  0.21
H -0.589 -1.630 0.810  0.23
H -1.863 -1.533 -0.408  0.22
H -2.497 1.029 -1.289  0.21
H -3.616 0.684 -0.136  0.23
H -2.620 2.039 0.215  0.20
H 2.666 1.630 0.708  0.23
H 3.911 0.510 0.288  0.25
H 2.902 1.320 -0.913  0.23
H 0.475 1.627 0.001  0.22
H -0.216 0.578 -1.267  0.25
H -1.511 0.602 1.645  0.21
H 1.616 -0.700 1.388  -0.06

Values from the calculation:
SMILES = C=[P@@H](C)CC(C)C
E_HOMO = -7.5 eV
ΔE to the lowest compared entry with this formula, charge and spin = 57.1 kcal/mol

---

# C6H16

A 2-piece molecular cluster, C6H16 overall in a non-equilibrium geometry (ωB97M-V with the def2-TZVPD basis set, the OMol25 dataset).

Each line ends with the natural charge from an NBO analysis.
Cartesian coordinates (Å):
C 0.205 0.174 -2.002  -0.40
C -0.242 -0.439 -3.312  -0.63
C -0.993 0.944 -1.277  -0.61
H 0.646 -0.551 -1.260  0.20
H 0.989 0.873 -2.198  0.19
H 0.232 0.322 -3.909  0.22
H -1.065 0.565 -0.198  0.21
H -0.707 1.951 -1.043  0.20
H -1.919 0.893 -1.609  0.20
H -0.020 -1.573 -3.507  0.22
H -1.321 -0.309 -3.435  0.20
C 0.226 0.254 1.786  -0.43
C -0.146 -1.174 1.424  -0.63
C 1.064 0.333 3.116  -0.61
H 0.787 0.813 0.999  0.21
H -0.660 0.905 1.907  0.21
H 0.260 -1.993 2.187  0.21
H 0.576 -0.425 3.804  0.20
H 2.118 -0.027 3.098  0.21
H 0.289 -1.612 0.590  0.21
H -1.302 -1.285 1.270  0.22
H 0.981 1.360 3.568  0.21

Values from the calculation:
SMILES = CCC.CCC
E_HOMO = -10.8 eV
ΔE to the lowest compared entry with this formula, charge and spin = 49.0 kcal/mol

---

# C6H16

A 2-piece molecular cluster, C6H16 overall in a non-equilibrium geometry (ωB97M-V with the def2-TZVPD basis set, the OMol25 dataset).

Each line ends with the natural charge from an NBO analysis.
Cartesian coordinates (Å):
C 0.989 1.733 0.032  -0.40
C 1.495 1.431 1.507  -0.61
C -0.256 2.679 -0.192  -0.62
H 0.653 0.814 -0.464  0.20
H 1.833 2.293 -0.457  0.20
H 2.604 1.348 1.503  0.21
H 1.150 2.226 2.130  0.20
H -0.054 3.276 -1.092  0.21
H -0.310 3.462 0.680  0.19
H 0.965 0.594 1.897  0.21
H -1.293 2.399 -0.216  0.21
C -1.134 -1.554 -0.342  -0.41
C 0.073 -1.987 0.398  -0.63
C -1.174 -2.258 -1.653  -0.60
H -1.990 -2.047 0.216  0.20
H -1.245 -0.442 -0.264  0.20
H 0.118 -1.637 1.458  0.21
H -0.460 -1.882 -2.384  0.20
H -0.986 -3.300 -1.309  0.21
H -2.169 -2.194 -2.093  0.21
H 0.083 -3.066 0.663  0.20
H 1.106 -1.887 -0.018  0.21

Values from the calculation:
SMILES = CCC.CCC
E_HOMO = -11.1 eV
ΔE to the lowest compared entry with this formula, charge and spin = 32.9 kcal/mol

---

Let's list HOMO-LUMO gap in order: 8.483 11.859 12.213 eV.